1.
{
  "formula": "C4H9NS",
  "method": "ωB97M-V/def2-TZVPD",
  "elements": ["S", "N", "C", "C", "C", "C", "H", "H", "H", "H", "H", "H", "H", "H", "H"],
  "xyz": [[-0.9731, 0.2728, -1.1989], [0.0871, -0.1168, 2.7958], [0.2936, 0.3840, 1.4492], [-0.1870, -0.3592, 0.1944], [1.2720, -0.2579, 0.5062], [0.2895, -0.1978, -2.4340], [0.6253, -1.2178, -2.2524], [1.2588, 0.3447, -2.4620], [-0.6716, 0.3684, 3.2710], [-0.1627, -0.0847, -3.3880], [-0.0447, 1.4239, 1.3603], [1.7690, -1.0904, 1.0509], [-0.6218, -1.3057, 0.5684], [1.9049, 0.4041, -0.1318], [0.8936, 0.1953, 3.3008]],
  "total_energy_ev": -16617.7206,
  "e_lumo_ev": 1.02,
  "mol_weight_g_mol": 103.19,
  "orbital_gap_ev": 9.4,
  "smiles": "CS[C@H]1C[C@@H]1N"
}


2.
{
  "formula": "H21O10",
  "method": "ωB97M-V/def2-TZVPD",
  "elements": ["O", "O", "O", "O", "O", "O", "O", "O", "O", "O", "H", "H", "H", "H", "H", "H", "H", "H", "H", "H", "H", "H", "H", "H", "H", "H", "H", "H", "H", "H", "H"],
  "xyz": [[0.7381, -3.6596, 1.3907], [2.3025, 1.4458, 2.7855], [0.4800, -0.5293, 0.9712], [-0.0247, 1.2028, -2.5575], [-1.0584, 2.7746, 2.9924], [-0.4200, 2.4348, -0.3253], [1.7645, -0.2205, -1.6018], [-1.3015, -0.9565, -3.1356], [1.0521, -3.1142, -1.1681], [-3.0069, 1.7424, 0.2802], [0.4177, -1.3554, 0.4508], [0.1623, 3.0383, 0.1477], [0.8455, -4.0392, -1.3396], [-3.3911, 2.4830, 0.7819], [-1.7304, 2.0766, 2.8751], [-0.9097, 1.9189, 0.3360], [-0.5725, 2.6422, 3.8205], [-0.4319, -0.4403, 1.2701], [3.0301, 1.8131, 2.2087], [1.7989, -0.0219, -0.6608], [-0.1346, 1.8818, -1.8169], [-2.5347, 2.0469, -0.4964], [-0.1751, -3.9173, 1.6086], [-0.8487, 0.6432, -2.5857], [1.0151, -3.6954, 2.3242], [2.0346, -1.1381, -1.7561], [2.0862, 0.5873, 2.3327], [-1.3658, -1.8777, -2.8249], [-2.1794, -1.0126, -3.5547], [0.6527, 0.4254, -2.2926], [1.7049, -3.1788, -0.4604]],
  "total_energy_ev": -20795.5290,
  "e_lumo_ev": [-6.83, -14.56],
  "mol_weight_g_mol": 181.16,
  "orbital_gap_ev": [10.5, 2.8],
  "spin_multiplicity": 2,
  "total_charge": 2
}


3.
{
  "formula": "C33H54F4O33",
  "method": "ωB97M-V/def2-TZVPD",
  "elements": ["F", "F", "F", "F", "O", "O", "O", "O", "O", "O", "O", "O", "O", "O", "O", "O", "O", "O", "O", "O", "O", "O", "O", "O", "O", "O", "O", "O", "O", "O", "O", "O", "O", "O", "O", "O", "O", "C", "C", "C", "C", "C", "C", "C", "C", "C", "C", "C", "C", "C", "C", "C", "C", "C", "C", "C", "C", "C", "C", "C", "C", "C", "C", "C", "C", "C", "C", "C", "C", "C", "H", "H", "H", "H", "H", "H", "H", "H", "H", "H", "H", "H", "H", "H", "H", "H", "H", "H", "H", "H", "H", "H", "H", "H", "H", "H", "H", "H", "H", "H", "H", "H", "H", "H", "H", "H", "H", "H", "H", "H", "H", "H", "H", "H", "H", "H", "H", "H", "H", "H", "H", "H", "H", "H"],
  "xyz": [[-1.0616, 0.5448, -1.2118], [-5.2849, -1.7249, -7.5279], [5.7435, -8.6586, -5.8843], [6.9005, 0.6812, -5.5845], [6.4735, -6.2916, -9.3907], [-1.5599, 6.2692, 5.5089], [-7.9937, -3.7992, 3.1197], [4.7615, -6.2677, -7.8829], [-3.0044, 5.2079, 6.5413], [5.0650, 3.0359, -6.7074], [6.5874, -7.4914, -7.5244], [6.1354, -3.8743, 7.0270], [1.8831, 12.2726, -2.4628], [2.1699, 0.3968, -0.3082], [0.6783, -0.2677, 9.2900], [-0.5728, -2.0328, 8.6608], [-7.9237, -1.6509, 2.7186], [2.3783, 11.3631, -4.4588], [5.1221, 0.7474, -7.0345], [-4.4748, -3.8703, -6.8469], [6.6817, -3.1977, 9.1075], [-4.6091, -5.8039, -8.0463], [0.5338, -1.0184, -0.6465], [-0.4357, -1.8152, 10.6850], [-2.1740, -12.0521, 2.4458], [2.8439, -1.6887, -0.8747], [-2.5900, 4.4935, 4.4325], [-0.7391, -10.3429, 3.1422], [6.8102, -1.7232, 7.4088], [3.1338, 1.8925, -6.4964], [-4.2009, -3.8862, -9.1381], [1.3544, 13.1995, -4.3887], [-5.2594, 5.8867, -6.3922], [-6.5353, -3.0672, 1.4963], [-3.6000, 6.5356, -4.8486], [-1.7834, -10.3721, 1.1291], [-5.5964, 5.7573, -4.0837], [6.4672, 1.1237, -6.7852], [-1.9842, -12.8504, 3.5622], [5.9315, -7.4347, -6.3310], [0.9563, 1.2090, -0.4716], [-7.5533, -0.6101, 1.7316], [-1.3388, -9.1127, 0.6655], [-7.3924, -5.0618, 3.2996], [7.1658, -2.2708, 10.0237], [-0.0058, -1.2616, 9.5681], [4.2978, 1.8494, -6.7791], [-4.2470, -2.4940, -7.2253], [4.5671, -6.8135, -6.5563], [1.8896, 12.2856, -3.6655], [-7.2954, -2.8821, 2.4225], [6.4840, -3.0058, 7.8133], [-4.8437, 5.9923, -5.0210], [6.6997, -1.4185, 5.9924], [-3.1551, 6.7500, -3.4550], [0.8629, 14.3644, -3.8399], [-1.4705, -10.8943, 2.3369], [-3.6125, -2.7215, -8.6470], [1.9520, -0.9018, -0.7253], [3.0538, 10.2238, -3.8632], [-0.6484, 6.5737, 4.5139], [-2.4510, 5.3054, 5.3555], [0.0335, -1.3476, 11.9697], [-0.3480, -1.6709, 7.3084], [-0.1607, 0.1595, -0.3047], [-4.4318, -4.6717, -7.9821], [-4.4792, 6.3880, -7.5241], [6.4047, 2.6306, -6.9746], [5.9706, -6.6672, -8.3806], [-4.0542, 4.3388, 6.6713], [7.1531, -2.2975, 5.5343], [8.0321, -1.7160, 9.6637], [-3.6553, 7.5644, -2.9310], [-7.7487, 0.3230, 2.2600], [-8.0251, -0.5910, 0.7492], [7.2574, 3.0503, -6.4409], [-3.4629, 6.0292, -7.3615], [1.1105, -1.2011, 12.0516], [-0.9714, -0.8325, 6.9974], [-2.1130, 6.9525, -3.2076], [6.6927, 2.8260, -8.0076], [4.2167, -6.0259, -5.8893], [-0.9268, -9.2794, -0.3298], [-2.1533, -8.3886, 0.6793], [-3.7725, 3.3836, 6.2283], [-6.5237, -5.0760, 3.9577], [-0.5668, -8.6028, 1.2418], [7.3451, -0.5791, 5.7336], [-0.9735, -12.9218, 3.9641], [6.5453, -6.8240, -5.6688], [6.5143, -1.4318, 10.2678], [1.6227, 14.9349, -3.3056], [-2.7774, -12.5486, 4.2462], [-4.3301, 4.0244, 7.6779], [-0.6085, -2.4840, 6.6308], [-4.3773, 7.4669, -7.6412], [3.8516, -7.6312, -6.4696], [-4.9606, 4.6719, 6.1657], [0.1921, 6.4665, 5.1996], [7.5629, -2.7945, 10.8933], [7.1185, 0.5863, -7.4745], [-3.3607, 5.8805, -2.8306], [0.8818, 1.6809, -1.4513], [-0.4645, -0.4293, 12.2809], [-2.5241, -2.6648, -8.6321], [-7.0973, -5.5500, 2.3708], [-3.6999, -1.9286, -6.4710], [-3.8990, -1.9810, -9.3938], [-0.5720, 5.7894, 3.7608], [-6.4817, -0.5018, 1.5646], [-8.0462, -5.6813, 3.9136], [3.8473, 9.9867, -4.5719], [0.5218, 15.0046, -4.6535], [-0.6265, 0.1313, 0.6804], [5.7084, -1.1728, 5.6114], [0.7071, -1.5521, 7.0619], [-0.2254, -2.1621, 12.6463], [-0.7723, 7.4854, 3.9294], [0.0013, 14.0545, -3.2485], [0.9060, 2.0151, 0.2604], [-2.3209, -13.7959, 3.1372], [3.4421, 10.5270, -2.8909], [2.4426, 9.3420, -3.6707], [-4.7578, 5.9780, -8.4949]],
  "total_energy_ev": -113527.4935,
  "e_lumo_ev": 0.08,
  "mol_weight_g_mol": 1054.75,
  "orbital_gap_ev": 10.8,
  "smiles": "O=C1OC[C@@H](F)O1.O=C1OC[C@@H](F)O1.O=C1OC[C@@H](F)O1.O=C1OC[C@@H](F)O1.COC(=O)OC.COC(=O)OC.COC(=O)OC.COC(=O)OC.COC(=O)OC.COC(=O)OC.COC(=O)OC"
}